Formula: C4H8N2O
Source: the Open Molecules 2025 dataset
Level of theory: ωB97M-V/def2-TZVPD

Each line ends with the Löwdin charge.
Cartesian coordinates (Å):
C -1.276 2.360 0.204  -0.093
C 1.447 -0.730 0.256  -0.097
C -0.038 -1.126 0.246  -0.233
C -1.009 -0.135 -0.427  -0.302
N -0.716 1.254 0.218  0.012
N -2.445 -0.378 -0.304  -0.024
O -2.786 -1.399 0.254  0.014
H -0.952 3.242 0.784  0.067
H -2.228 2.617 -0.454  0.100
H 1.485 0.231 0.760  0.056
H 1.668 -0.558 -0.861  0.090
H 2.132 -1.569 0.513  0.081
H -0.217 -1.341 1.213  0.068
H -0.285 -2.033 -0.195  0.083
H -1.021 0.086 -1.566  0.179

Net charge: 0
SMILES string: C=N[C@@H](CC)N=O
HOMO-LUMO gap (eV): 8.977
Energy above the lowest of the compared OMol25 structures with the same formula, charge and spin (kJ/mol): 539.2
HOMO energy (eV): -9.069

Formula: C4H8N2O
Source: the Open Molecules 2025 dataset
Level of theory: ωB97M-V/def2-TZVPD

Each line ends with the Löwdin charge.
Cartesian coordinates (Å):
C 1.661 1.120 -0.850  -0.119
N 0.773 -0.038 -0.925  -0.088
C -0.489 0.147 -0.266  -0.286
C -1.275 -1.191 -0.110  -0.256
O -0.773 -1.664 1.122  -0.250
C -0.473 0.257 1.258  -0.123
N -0.872 0.489 2.364  0.189
H 1.895 1.444 0.183  0.081
H 2.601 0.885 -1.360  0.082
H 1.197 1.967 -1.372  0.082
H 1.224 -0.857 -0.517  0.123
H -1.012 1.014 -0.698  0.154
H -1.007 -1.851 -0.948  0.122
H -2.366 -1.014 -0.121  0.120
H -1.082 -0.709 2.240  0.170

Net charge: 0
HOMO-LUMO gap (eV): 10.069
Energy above the lowest of the compared OMol25 structures with the same formula, charge and spin (kJ/mol): 495.7
HOMO energy (eV): -9.363